Record 1
Below is an isolated molecule of C7H6O3, with properties calculated with ωB97M-V/def2-TZVPD.

## Properties
- energy relative to the best compared isomer or geometry (same formula, charge and spin) (kJ/mol) = 295.10
- M (g mol⁻¹) = 138.12
- electronic energy (eV) = -13495.475
- max |F| (eV Å⁻¹) = 4.48
- E_LUMO (eV) = 0.419
- SMILES = CC(=O)C(C=C=O)C=C=O

Geometry (Å):
C1 -0.276 -0.542 2.075
C2 0.380 -0.808 0.793
O1 1.344 -1.529 0.795
C3 -0.082 0.005 -0.470
C4 0.327 -0.797 -1.685
C5 -0.483 -1.021 -2.649
O2 -1.057 -1.015 -3.647
C6 0.689 1.397 -0.361
C7 -0.070 2.439 -0.151
O3 -0.801 3.346 -0.117
H1 -1.242 -1.095 2.231
H2 -0.734 0.391 2.217
H3 0.299 -0.584 2.982
H4 -1.172 0.018 -0.238
H5 1.100 -1.407 -1.611
H6 1.775 1.202 -0.163



Record 2
Below is a structure of composition C12H23BaF3NO2P2, with properties calculated with ωB97M-V/def2-TZVPD.

## Properties
- energy relative to the best compared isomer or geometry (same formula, charge and spin) (kJ/mol) = 0.00
- charge = +1
- M (g mol⁻¹) = 469.59
- electronic energy (eV) = -45821.984
- max |F| (eV Å⁻¹) = 1.74
- E_LUMO (eV) = -3.189

Geometry (Å):
Ba1 0.548 1.553 0.644
P1 2.172 -1.137 1.186
C1 2.362 -1.431 -0.621
C2 1.040 -1.709 -1.331
N1 -0.053 -1.001 -0.952
C3 -1.242 -1.378 -1.479
C4 -1.339 -2.300 -2.524
C5 -0.181 -2.898 -3.019
C6 1.029 -2.619 -2.391
C7 -2.550 -0.881 -0.877
P2 -2.328 0.614 0.159
H1 1.981 -3.061 -2.698
H2 -2.333 -2.494 -2.918
H3 -0.232 -3.570 -3.864
H4 -3.275 -0.652 -1.682
H5 -2.980 -1.669 -0.226
H6 2.823 -0.527 -1.078
H7 3.063 -2.272 -0.761
H8 1.172 3.956 -1.314
O1 1.399 3.000 -1.326
H9 2.085 2.832 -2.008
H10 -1.054 4.435 1.032
O2 -0.582 4.177 0.197
H11 -0.773 4.948 -0.387
C8 -2.513 1.869 -1.172
H12 -3.525 1.803 -1.606
H13 -2.383 2.888 -0.772
H14 -1.810 1.723 -2.009
C9 -3.951 0.678 0.960
H15 -3.961 1.553 1.625
H16 -4.757 0.789 0.219
H17 -4.111 -0.243 1.541
C10 2.260 -2.845 1.808
H18 3.204 -3.316 1.494
H19 2.217 -2.823 2.907
H20 1.434 -3.454 1.422
C11 3.885 -0.603 1.530
H21 3.984 -0.337 2.594
H22 4.574 -1.439 1.316
H23 4.200 0.263 0.922
F1 0.266 3.081 3.366
C12 0.137 1.660 3.508
F2 1.142 1.334 4.393
F3 -1.044 1.505 4.191



Record 3
Below is an isolated molecule of C6H14, with properties calculated with ωB97M-V/def2-TZVPD.

## Properties
- energy relative to the best compared isomer or geometry (same formula, charge and spin) (kJ/mol) = 5.10
- M (g mol⁻¹) = 86.18
- electronic energy (eV) = -6449.356
- max |F| (eV Å⁻¹) = 0.17
- E_LUMO (eV) = 1.228
- SMILES = CCCC(C)C

Geometry (Å):
C1 2.790 0.336 -0.193
C2 1.430 -0.338 -0.382
C3 0.303 0.389 0.354
C4 -1.046 -0.345 0.356
C5 -2.120 0.507 1.035
C6 -1.491 -0.731 -1.056
H1 2.690 1.427 -0.237
H2 3.505 0.040 -0.968
H3 3.230 0.085 0.778
H4 1.189 -0.382 -1.451
H5 1.480 -1.380 -0.036
H6 0.166 1.381 -0.103
H7 0.607 0.576 1.395
H8 -0.924 -1.271 0.939
H9 -3.074 -0.031 1.093
H10 -1.829 0.791 2.053
H11 -2.294 1.431 0.466
H12 -2.494 -1.171 -1.045
H13 -1.520 0.155 -1.706
H14 -0.814 -1.460 -1.513



Record 4
Below is a structure of composition C21H56Br4N7O7, with properties calculated with ωB97M-V/def2-TZVPD.

## Properties
- charge = +3
- M (g mol⁻¹) = 838.34
- electronic energy (eV) = -327596.667
- max |F| (eV Å⁻¹) = 4.49
- E_LUMO (eV) = -6.317

Geometry (Å):
C1 0.189 2.647 3.724
C2 1.177 1.523 3.646
O1 2.213 1.436 4.200
N1 0.628 0.372 2.931
H1 -0.056 0.681 2.213
H2 1.382 -0.123 2.441
C3 -0.047 -0.557 3.948
H3 -0.246 2.903 2.759
H4 0.757 3.517 4.135
H5 -0.635 2.316 4.364
H6 -0.486 -1.399 3.378
H7 -0.820 -0.075 4.475
H8 0.772 -0.906 4.582
C4 4.447 -3.526 -5.891
C5 4.376 -4.692 -6.781
O2 3.733 -4.969 -7.703
N2 5.448 -5.677 -6.463
H9 5.414 -5.976 -5.462
H10 5.182 -6.532 -7.023
C6 6.809 -5.287 -6.879
H11 4.829 -2.619 -6.303
H12 4.941 -3.799 -4.991
H13 3.422 -3.283 -5.698
H14 7.015 -4.435 -6.252
H15 6.799 -4.936 -7.943
H16 7.587 -6.032 -6.734
C7 6.054 -0.339 1.290
C8 5.405 1.008 1.454
O3 5.418 1.958 0.830
N3 4.462 1.151 2.734
H17 3.888 2.006 2.637
H18 3.883 0.289 2.646
C9 5.186 1.084 4.042
H19 6.288 -0.678 0.285
H20 5.425 -1.124 1.735
H21 7.057 -0.356 1.789
H22 4.651 1.739 4.723
H23 6.169 1.572 3.886
H24 5.366 0.103 4.414
C10 -5.052 1.313 4.391
C11 -3.761 1.257 3.660
O4 -2.796 0.683 3.924
N4 -3.783 2.026 2.256
H25 -3.057 1.432 1.797
H26 -4.551 1.909 1.676
C12 -3.413 3.461 2.217
H27 -5.454 2.287 4.620
H28 -4.984 0.735 5.280
H29 -5.758 0.785 3.711
H30 -4.222 4.058 1.800
H31 -2.530 3.638 1.644
H32 -3.270 3.778 3.259
C13 -5.477 -1.449 -1.256
C14 -5.140 -0.538 -2.359
O5 -4.469 -0.692 -3.325
N5 -5.647 0.832 -2.224
H33 -5.806 1.094 -1.255
H34 -4.864 1.480 -2.502
C15 -6.885 1.019 -3.051
H35 -4.556 -1.790 -0.839
H36 -6.038 -2.319 -1.573
H37 -6.143 -0.937 -0.551
H38 -6.624 0.940 -4.104
H39 -7.348 2.000 -2.780
H40 -7.500 0.221 -2.625
C16 -0.423 6.528 -1.662
C17 -0.291 5.407 -0.597
O6 -0.637 5.551 0.533
N6 0.183 4.044 -1.061
H41 0.797 4.112 -1.908
H42 0.771 3.596 -0.216
C18 -0.890 3.119 -1.363
H43 -0.198 7.459 -1.133
H44 -1.472 6.477 -2.074
H45 0.159 6.335 -2.512
H46 -1.527 3.044 -0.477
H47 -0.450 2.158 -1.569
H48 -1.442 3.583 -2.172
C19 -0.849 -3.735 -1.493
C20 -0.936 -4.347 -0.071
O7 -1.410 -5.414 0.192
N7 -0.335 -3.538 1.003
H49 0.613 -3.224 0.748
H50 -0.914 -2.690 1.091
C21 -0.193 -4.242 2.373
H51 0.224 -3.639 -1.684
H52 -1.271 -2.731 -1.481
H53 -1.212 -4.440 -2.180
H54 -0.930 -3.751 2.991
H55 0.841 -4.086 2.720
H56 -0.463 -5.303 2.359
Br1 1.872 2.593 1.058
Br2 2.464 -1.815 1.286
Br3 -4.964 3.251 -0.521
Br4 -2.074 -0.508 0.893



Record 5
Below is a structure of composition C4H6N2O, with properties calculated with ωB97M-V/def2-TZVPD.

## Properties
- energy relative to the best compared isomer or geometry (same formula, charge and spin) (kJ/mol) = 671.40
- M (g mol⁻¹) = 98.10
- electronic energy (eV) = -9266.543
- max |F| (eV Å⁻¹) = 6.30
- E_LUMO (alpha / beta) (eV) = 0.499 / 0.499

Geometry (Å):
C1 -0.861 -1.157 1.495
C2 0.632 1.537 -0.061
C3 -0.192 -1.281 0.405
C4 0.080 0.886 -1.156
N1 -1.517 -0.862 -1.931
N2 -0.637 -0.288 -1.161
O1 -1.868 -0.320 -2.948
H1 -0.477 -1.757 2.339
H2 -1.832 -0.800 1.534
H3 1.296 2.356 -0.441
H4 0.734 1.340 1.072
H5 0.844 -1.667 0.224
H6 0.112 1.324 -2.060



Record 6
Below is a structure of composition C28H53CaN11SeTe, with properties calculated with ωB97M-V/def2-TZVPD.

## Properties
- energy relative to the best compared isomer or geometry (same formula, charge and spin) (kJ/mol) = 154.46
- M (g mol⁻¹) = 790.45
- electronic energy (eV) = -137364.254
- max |F| (eV Å⁻¹) = 4.67
- E_LUMO (eV) = 0.235

Geometry (Å):
Ca1 0.544 -1.145 0.951
C1 5.541 -0.611 1.983
N1 4.081 -0.559 1.871
C2 3.715 -0.926 0.523
C3 3.232 -0.057 2.842
N2 1.944 0.148 2.577
C4 1.098 0.639 3.716
C5 -0.369 0.171 3.727
N3 -1.115 0.214 2.457
C6 -1.263 1.534 1.790
C7 -0.118 2.029 0.876
N4 0.184 1.075 -0.246
C8 0.749 1.540 -1.348
N5 0.974 2.922 -1.617
C9 2.291 3.457 -1.278
C10 -0.138 3.904 -1.665
N6 1.071 0.665 -2.400
C11 1.373 1.113 -3.775
C12 1.104 -0.771 -2.325
C13 -2.329 -0.668 2.425
C14 -2.771 -1.150 1.021
N7 -1.764 -1.966 0.321
C15 -2.144 -2.886 -0.575
N8 -1.184 -3.761 -1.048
C16 -1.203 -4.187 -2.438
C17 -0.059 -4.217 -0.271
N9 -3.411 -3.050 -1.075
C18 -4.269 -1.938 -1.445
C19 -4.038 -4.367 -1.143
N10 3.838 0.181 4.074
C20 3.949 1.528 4.628
C21 4.372 -0.901 4.877
H1 5.980 -0.147 1.077
H2 5.885 -1.675 1.988
H3 5.927 -0.102 2.872
H4 4.507 -1.534 0.085
H5 3.556 -0.027 -0.108
H6 2.830 -1.568 0.502
H7 1.088 1.759 3.723
H8 1.526 0.343 4.679
H9 -0.919 0.721 4.515
H10 -0.373 -0.899 4.028
H11 -1.503 2.302 2.560
H12 -2.167 1.446 1.146
H13 0.802 2.214 1.464
H14 -0.445 2.995 0.452
H15 3.053 2.691 -1.517
H16 2.417 3.668 -0.196
H17 2.540 4.349 -1.887
H18 -1.075 3.299 -1.668
H19 -0.146 4.443 -2.638
H20 -0.132 4.617 -0.806
H21 1.512 2.197 -3.849
H22 0.564 0.833 -4.467
H23 2.315 0.637 -4.125
H24 1.245 -1.116 -1.296
H25 1.932 -1.206 -2.912
H26 0.150 -1.174 -2.703
H27 -3.194 -0.166 2.933
H28 -2.067 -1.521 3.078
H29 -3.050 -0.275 0.411
H30 -3.698 -1.719 1.200
H31 -2.075 -3.765 -2.950
H32 -1.245 -5.293 -2.492
H33 -0.276 -3.830 -2.945
H34 -0.205 -4.030 0.801
H35 0.905 -3.769 -0.584
H36 0.081 -5.305 -0.412
H37 -3.678 -1.017 -1.522
H38 -5.112 -1.803 -0.724
H39 -4.705 -2.145 -2.445
H40 -3.431 -5.109 -0.623
H41 -4.185 -4.658 -2.206
H42 -5.012 -4.329 -0.637
H43 3.515 2.258 3.913
H44 5.016 1.774 4.748
H45 3.433 1.600 5.608
H46 4.062 -1.871 4.434
H47 3.961 -0.824 5.903
H48 5.476 -0.851 4.927
Se1 1.041 -3.251 3.119
C22 2.356 -3.686 1.872
N11 3.180 -3.944 1.030
Te1 -1.921 0.970 -2.225
C23 -3.109 2.441 -3.219
C24 -2.583 3.236 -4.252
C25 -3.345 4.242 -4.833
C26 -4.666 4.415 -4.434
C27 -5.196 3.630 -3.415
C28 -4.417 2.672 -2.783
H49 -1.570 3.042 -4.606
H50 -2.908 4.888 -5.583
H51 -5.287 5.165 -4.942
H52 -6.224 3.762 -3.088
H53 -4.822 2.040 -1.988



Record 7
Below is a structure of composition C12H10N6PrS3, with properties calculated with ωB97M-V/def2-TZVPD.

## Properties
- energy relative to the best compared isomer or geometry (same formula, charge and spin) (kJ/mol) = 0.00
- charge = +1
- M (g mol⁻¹) = 475.36
- spin multiplicity = 3
- electronic energy (eV) = -68116.214
- max |F| (eV Å⁻¹) = 0.69
- E_LUMO (alpha / beta) (eV) = -4.585 / -4.557
- expectation value of S² = 2.01

Geometry (Å):
Pr1 -0.264 -1.095 -0.121
C1 1.229 2.938 1.937
C2 1.073 1.918 0.853
N1 -0.062 1.530 0.405
N2 -1.190 2.109 0.920
C3 -2.413 1.704 0.497
N3 -3.440 2.320 1.068
S1 -2.681 0.512 -0.681
C4 2.258 1.243 0.244
C5 3.513 1.813 0.292
C6 4.577 1.152 -0.313
C7 4.357 -0.064 -0.925
C8 3.068 -0.575 -0.918
N4 2.041 0.067 -0.366
H1 0.663 2.620 2.819
H2 0.865 3.919 1.620
H3 2.260 3.044 2.256
H4 -1.103 2.780 1.669
H5 -3.337 3.058 1.746
H6 -4.371 2.015 0.836
H7 3.670 2.763 0.780
H8 5.567 1.589 -0.294
H9 5.155 -0.621 -1.393
H10 2.862 -1.547 -1.352
S2 -0.133 -0.780 2.524
C9 -0.213 -2.494 2.945
C10 -0.724 -2.755 4.268
N5 -1.110 -2.921 5.338
C11 0.188 -3.524 2.167
S3 0.907 -3.440 0.556
C12 0.058 -4.868 2.681
N6 -0.053 -5.943 3.072



Record 8
Below is a cluster of 2 separate species, C3H5NO4 in total, with properties calculated with ωB97M-V/def2-TZVPD.

## Properties
- energy relative to the best compared isomer or geometry (same formula, charge and spin) (kJ/mol) = 655.17
- M (g mol⁻¹) = 119.08
- electronic energy (eV) = -12866.085
- max |F| (eV Å⁻¹) = 3.33
- E_LUMO (eV) = 0.350
- SMILES = O/C=C1\CO1.O=NO

Geometry (Å):
O1 -2.183 -1.361 0.471
C1 -1.258 -1.116 -0.504
C2 -0.731 0.121 -0.525
C3 -0.739 1.467 -0.037
O2 0.179 1.012 -0.999
H1 -2.109 -0.659 1.175
H2 -0.860 -1.877 -1.160
H3 -1.480 2.180 -0.327
H4 -0.378 1.513 0.962
O3 3.110 -1.629 0.534
N1 2.260 -0.931 0.148
O4 2.565 0.494 0.159
H5 1.624 0.784 0.102